Entry 1:
The following is a DFT calculation (ωB97M-V with the def2-TZVPD basis set) of C3H6N2O in the gas phase at a distorted geometry.

Atoms and positions in Å:
1 C -0.713 0.894 0.822
2 N 1.417 -1.106 -1.212
3 C -0.097 -0.478 0.675
4 H 0.167 0.878 -2.185
5 H -0.870 -1.227 0.863
6 H 0.075 1.614 1.250
7 H 0.668 -0.814 1.444
8 H -1.507 0.979 1.481
9 H 1.889 -1.656 -0.469
10 O -1.088 1.165 -0.512
11 C 0.389 -0.569 -0.704
12 N -0.329 0.319 -1.454

Computed properties:
total charge = 0
frontier orbital gap = 0.363 Ha
SMILES = [H]/N=C1\CCON1
E_LUMO = 0.9 eV

Entry 2:
The following is a DFT calculation (ωB97M-V with the def2-TZVPD basis set) of 2 unconnected molecules or ions with the total composition C17H26N6O4 at a distorted geometry.

Atoms and positions in Å:
1 C -2.510 1.338 2.244
2 H 1.087 0.705 -5.398
3 C -1.338 -1.621 -3.213
4 C -1.399 1.751 1.525
5 C 2.063 -0.330 4.718
6 H 1.890 2.184 6.985
7 O 4.740 1.007 4.634
8 H -0.223 1.133 -6.253
9 H 3.070 -0.008 6.690
10 C -1.507 -1.701 -0.618
11 N 1.015 1.376 1.539
12 H 0.817 1.814 5.818
13 H -3.306 0.501 3.928
14 C -2.450 0.638 3.488
15 H -1.356 2.502 0.631
16 H 2.358 2.809 4.965
17 H -2.132 -0.801 -6.347
18 N -2.294 -2.399 0.162
19 H -3.030 -0.691 -4.198
20 N 1.545 1.483 6.461
21 C 2.599 0.620 5.823
22 O 0.521 -2.530 -7.680
23 H -3.452 1.618 1.958
24 N -2.034 -1.379 -1.910
25 H 2.901 -0.786 4.282
26 H -0.271 -1.532 -3.103
27 O 3.265 2.739 4.587
28 C 1.970 0.915 2.411
29 H -1.636 -2.293 -5.659
30 H -1.676 0.466 -4.048
31 C 1.362 0.473 3.599
32 H -1.531 -2.600 -3.532
33 H 0.819 0.510 -7.636
34 C -1.468 -1.182 -5.612
35 H 2.945 1.077 2.078
36 C -0.073 0.616 3.343
37 C 0.039 -0.910 -5.957
38 N -0.209 -1.218 -0.426
39 C -0.241 1.261 2.098
40 H 1.137 1.360 0.631
41 C 0.446 -1.352 -7.401
42 N 0.226 0.464 -5.643
43 H -3.024 -1.632 -1.900
44 H 0.144 -1.212 0.563
45 C -1.937 -0.648 -4.240
46 H -1.297 -0.299 4.998
47 H -1.861 -2.709 0.946
48 C 3.716 1.507 5.032
49 H 1.423 -1.186 5.130
50 H 0.661 -1.516 -5.328
51 H -0.059 -0.273 -0.988
52 O 0.799 -0.318 -8.251
53 C -1.243 0.263 4.077

Computed properties:
total charge = 0
frontier orbital gap = 0.310 Ha
SMILES = N[C@@H](Cc1c[nH]c2ccccc12)C(=O)O.[H]/N=C(\N)NCCC[C@H](N)C(=O)O
E_LUMO = 0.2 eV

Entry 3:
The following is a DFT calculation (ωB97M-V with the def2-TZVPD basis set) of 3 unconnected molecules or ions with the total composition C4H14NO3 at a distorted geometry.

Atoms and positions in Å:
1 H 1.321 3.091 0.459
2 C 0.830 -0.254 0.415
3 O -2.191 -2.026 1.207
4 H -1.892 -1.773 0.090
5 H 2.565 -1.615 0.582
6 H 2.756 -0.223 -0.389
7 H -3.739 -0.290 -0.592
8 H 1.312 1.910 -0.991
9 H -1.207 -1.927 1.332
10 H 0.442 -1.721 -1.071
11 C 0.151 -0.609 -0.987
12 H 0.466 0.111 -1.691
13 O -3.501 0.445 -1.224
14 H 2.628 -0.073 1.420
15 N 0.678 1.126 0.972
16 C 0.859 2.237 -0.042
17 H 0.382 -0.908 1.080
18 O -1.269 -0.720 -0.853
19 H -0.189 1.119 1.406
20 H -2.549 0.085 -1.173
21 H -0.121 2.606 -0.478
22 C 2.268 -0.592 0.526

Computed properties:
total charge = -1
frontier orbital gap = 0.293 Ha
E_LUMO = 3.8 eV

Entry 4:
The following is a DFT calculation (ωB97M-V with the def2-TZVPD basis set) of a molecular structure, C2H3I3 at a distorted geometry.

Atoms and positions in Å:
1 I 2.244 0.962 0.830
2 I 1.326 -2.133 -0.667
3 H 0.281 -0.710 1.434
4 I -0.724 2.322 -0.709
5 C 0.936 -0.545 0.662
6 H -0.909 -0.321 -1.229
7 H -2.072 0.102 0.023
8 C -1.083 0.323 -0.345

Computed properties:
total charge = 0
frontier orbital gap (alpha / beta) = 0.284 / 0.284 Ha
E_LUMO (alpha / beta) = -0.6 / -0.6 eV

Entry 5:
The following is a DFT calculation (ωB97M-V with the def2-TZVPD basis set) of a molecular structure, Cl2HNOS at a distorted geometry.

Atoms and positions in Å:
1 N -1.906 0.247 -0.028
2 O 1.050 -1.185 -0.260
3 Cl -1.046 -0.947 -0.682
4 S 1.657 -0.637 0.911
5 H -1.874 1.164 -0.515
6 Cl 2.118 1.357 0.575

Computed properties:
total charge = 0
frontier orbital gap (alpha / beta) = 0.315 / 0.277 Ha
E_LUMO (alpha / beta) = -0.6 / -1.6 eV

Entry 6:
The following is a DFT calculation (ωB97M-V with the def2-TZVPD basis set) of a molecular structure, C4H5HgLiO at a distorted geometry.

Atoms and positions in Å:
1 H -2.361 -2.007 -0.484
2 H -3.589 -0.628 -0.423
3 C -1.546 -0.068 -0.039
4 C 0.842 -0.815 -0.099
5 C -2.535 -0.930 -0.289
6 H 0.869 -1.729 0.505
7 Li -0.410 1.621 -0.101
8 H 0.598 -0.769 -1.171
9 H 2.074 0.165 1.367
10 Hg 2.789 3.491 0.578
11 O 1.605 1.444 -0.189
12 C 1.664 0.226 0.345

Computed properties:
total charge = 0
frontier orbital gap (alpha / beta) = 0.182 / 0.153 Ha
spin multiplicity = 3
E_LUMO (alpha / beta) = -0.4 / -3.6 eV